a:
12
Properties=species:S:1:pos:R:3 method="wB97M-V/def2-TZVPD" homo_lumo_gap_ev=8.4 lumo_ev=-0.62 smiles="C#C[C@@](C)(Cl)C=S"
C -0.8980 2.5840 -0.0517
C -0.8409 1.2996 0.1367
C -0.3916 -0.1001 0.3746
C -0.5679 -0.6601 1.6935
Cl -1.5093 -1.0372 -0.7313
C 0.8998 0.0690 -0.4121
S 2.4236 -0.1720 -0.1385
H -1.0527 3.5638 -0.6024
H -0.1396 0.0964 2.3190
H -0.1686 -1.6798 1.6741
H -1.5191 -0.7621 2.2111
H 0.5516 0.0115 -1.4000



b:
12
Properties=species:S:1:pos:R:3 method="wB97M-V/def2-TZVPD" homo_lumo_gap_ev=8.9 lumo_ev=0.33 smiles="S[C@@H]1C=CC(Cl)=C1"
S 1.3077 -2.0382 0.4580
C -0.1424 -0.9149 0.5481
C -0.7029 -0.6102 -0.8587
C -0.5310 0.7114 -1.1044
C -0.0927 1.3398 0.1009
Cl 0.1695 3.0243 0.2792
C 0.1759 0.4481 1.0690
H 2.1052 -1.0811 -0.1113
H -0.9345 -1.4588 1.1551
H -1.0974 -1.3746 -1.5453
H -0.7658 1.2665 -2.0251
H 0.5084 0.6877 2.0345



Least stable = a



a:
9
Properties=species:S:1:pos:R:3 method="wB97M-V/def2-TZVPD" total_charge=+1 homo_lumo_gap_ev=12.1 lumo_ev=-4.33 smiles="[NH2+]=C1CN1"
N -1.4491 -0.0237 -0.0405
C -0.1979 0.1979 -0.0961
C 0.9492 -0.6566 -0.0784
N 0.7903 1.0229 -0.2252
H -1.6852 -0.9484 0.1609
H -2.2410 0.5777 -0.1291
H 1.2420 -0.8217 0.9342
H 1.4564 -1.1851 -0.8764
H 1.1351 1.8369 0.3507



b:
9
Properties=species:S:1:pos:R:3 method="wB97M-V/def2-TZVPD" total_charge=+1 homo_lumo_gap_ev=9.3 lumo_ev=-5.91 smiles=C#[N+]NC
C 2.5897 -0.1631 0.0262
N 1.4159 0.2691 0.2139
N 0.2427 0.7043 0.0214
C -0.8201 -0.1342 -0.2841
H 3.3692 -0.9233 -0.0231
H -0.0497 1.6269 0.4734
H -0.4269 -1.1669 -0.1794
H -1.7961 0.0403 0.1848
H -1.0242 0.0057 -1.3908



c:
9
Properties=species:S:1:pos:R:3 method="wB97M-V/def2-TZVPD" total_charge=+1 homo_lumo_gap_ev=11.4 lumo_ev=-4.54 smiles=C#[N+]NC
C -1.9833 0.5058 -0.1864
N -1.0378 0.0059 0.2282
N -0.0079 -0.5177 0.7329
C 1.3168 0.1057 -0.0796
H -2.7518 0.7599 -0.8782
H -0.0131 -1.4784 0.8350
H 1.2695 -0.4551 -1.0081
H 0.9872 1.1044 -0.2073
H 2.2202 -0.0305 0.5636



Least stable = b



a:
7
Properties=species:S:1:pos:R:3 method="wB97M-V/def2-TZVPD" total_charge=-1 homo_lumo_gap_ev=8.2 lumo_ev=3.65
H -0.9265 -0.7977 -1.7988
N -0.5389 -0.9435 -0.9057
C -0.0847 0.0637 -0.3583
Cl 0.1742 1.5448 -1.4021
C 0.3533 0.0616 1.1641
O 0.1622 -1.0223 1.7082
O 0.8604 1.0933 1.5926



b:
7
Properties=species:S:1:pos:R:3 method="wB97M-V/def2-TZVPD" total_charge=-1 homo_lumo_gap_ev=9.5 lumo_ev=3.84
C -1.2095 -0.4642 -0.1927
C -0.3679 0.5808 -0.6418
N -2.1888 -1.0547 -0.0708
O 0.8704 0.5537 -0.3924
O -1.0945 1.4683 -1.1958
Cl 2.2425 -0.9061 1.6951
H 1.7478 -0.1777 0.7985



Least stable = a



a:
16
Properties=species:S:1:pos:R:3 method="wB97M-V/def2-TZVPD" homo_lumo_gap_ev=7.6 lumo_ev=0.56 smiles="Cn1c(N)c(O)[nH]c1=O"
C -1.6417 -1.2650 -0.1130
N -0.7509 -0.1396 -0.1840
C 0.6234 -0.1952 -0.1215
N 1.3976 -1.3399 -0.1756
C 1.0672 1.0805 0.1577
O 2.3606 1.5061 0.0581
N 0.0516 2.0054 -0.1062
C -1.0466 1.2872 0.2792
O -2.1397 1.6593 0.6137
H -1.4645 -1.8716 0.7817
H -2.6557 -0.8692 -0.0687
H -1.5420 -1.9005 -0.9991
H 1.6918 -1.7016 0.7238
H 1.0729 -2.0663 -0.8009
H 2.9250 0.9643 0.6216
H 0.0509 2.8461 -0.6668



b:
16
Properties=species:S:1:pos:R:3 method="wB97M-V/def2-TZVPD" homo_lumo_gap_ev=8.2 lumo_ev=-0.44
C 1.1915 -1.7634 0.2441
C -0.5217 0.1727 0.3528
C 0.4561 1.1671 0.7545
C -1.8675 0.6680 -0.0933
N 1.7746 -1.3246 -0.7926
N -0.3294 -1.0962 0.2763
N 1.7589 -0.0881 -1.3136
O 1.9952 0.0119 -2.5050
O 1.3516 -2.6775 1.0663
H 0.0884 1.7215 1.5614
H 0.5727 1.8493 -0.0359
H 1.4116 0.7066 0.9881
H -2.5227 1.1161 0.6708
H -2.4183 -0.1562 -0.5335
H -1.8311 1.4620 -0.8005
H -1.1098 -1.7693 0.1600



Least stable = b



a:
16
Properties=species:S:1:pos:R:3 method="wB97M-V/def2-TZVPD" homo_lumo_gap_ev=9.6 lumo_ev=0.97 smiles="N/N=C/O[C@@H]1CC=NO1"
N 2.7086 -0.9173 0.1214
N 1.4673 -0.3407 0.0962
C 1.3666 0.9281 0.0769
O 0.2172 1.6661 -0.0518
C -1.0600 0.9481 -0.1251
C -1.4246 0.1287 1.1367
C -1.3812 -1.2491 0.5580
N -1.2458 -1.2600 -0.7044
O -1.1412 0.0147 -1.2221
H 3.4053 -0.4053 -0.4652
H 2.5812 -1.8550 -0.2156
H 2.1973 1.6417 0.2145
H -1.8317 1.7672 -0.2977
H -0.5992 0.2879 1.8315
H -2.3878 0.4311 1.5724
H -1.4894 -2.2230 1.0800



b:
16
Properties=species:S:1:pos:R:3 method="wB97M-V/def2-TZVPD" homo_lumo_gap_ev=9.7 lumo_ev=0.68 smiles="[H]/N=C1/NCCN=C(O)O1"
H -1.1615 -2.5745 -0.7643
N -0.2023 -2.3127 -0.6461
C -0.0538 -1.2952 0.1773
N 1.2323 -0.9404 0.5528
C 1.4095 0.4714 0.7725
C 0.6697 1.2825 -0.3722
N -0.7393 1.0628 -0.6735
C -1.5013 0.3229 0.0485
O -2.8146 0.3467 -0.2268
O -1.1797 -0.7523 0.7892
H 1.8648 -1.4524 -0.0284
H 2.4435 0.7059 0.7698
H 0.9341 0.7918 1.6451
H 0.9539 2.2807 0.1007
H 1.2406 1.1266 -1.2376
H -3.0961 0.9363 -0.9070



Least stable = a



a:
11
Properties=species:S:1:pos:R:3 method="wB97M-V/def2-TZVPD" total_charge=-1 homo_lumo_gap_ev=7.6 lumo_ev=3.72
O -1.4841 -0.9539 -2.6349
C -1.4495 0.0589 -1.9355
C -0.9687 0.3392 -0.5311
H -2.0120 0.9004 -2.4780
H -0.6429 -0.6268 0.0530
H -0.2771 1.0792 -0.2926
H -2.0199 0.6985 -0.1827
O 0.2637 0.2868 2.0112
C 1.4132 -0.1304 1.7534
O 2.4199 0.3651 1.2772
H 1.3859 -1.2413 1.9519



b:
11
Properties=species:S:1:pos:R:3 method="wB97M-V/def2-TZVPD" total_charge=-1 homo_lumo_gap_ev=8.1 lumo_ev=4.33
C -1.4013 1.1054 -1.8413
C -0.9337 0.9348 -0.4934
O -0.5983 -0.2459 -0.0216
H -1.5051 2.1392 -2.0759
H -1.3611 0.1966 -2.4419
H -0.9655 1.7590 0.2379
H 0.1457 -0.1806 0.9288
O 0.9308 -0.4251 1.8159
C 1.7056 -1.4984 1.4708
O 1.3293 -2.6871 1.2904
H 2.6535 -1.0978 1.1301



Least stable = b